Molecular formula: C30H66O30S3
Method: DFT, wB97M-V/def2-TZVPD

Results
**LUMO**: 0.2 eV
**HOMO**: -10.62 eV
**Energy relative to the best compared isomer or geometry (same formula, charge and spin)**: 0.0 kJ/mol
**HOMO-LUMO gap**: 10.793 eV
**Structure (SMILES)**: CCOS(C)(=O)=O.CCOS(C)(=O)=O.CCOS(C)(=O)=O.COC(=O)OC.COC(=O)OC.COC(=O)OC.COC(=O)OC.COC(=O)OC.COC(=O)OC.COC(=O)OC
**Net charge**: 0

Atoms and positions in Å:
H1 -0.413 0.574 -5.631
O1 3.818 -1.306 5.203
O2 -3.899 2.478 -3.152
O3 -5.965 2.980 -3.872
O4 -1.494 -2.668 -4.198
H2 1.484 2.093 -5.200
H3 -3.865 4.468 -3.848
C1 3.674 1.116 -3.066
C2 -0.263 -4.837 2.646
H4 4.693 -1.398 6.994
C3 1.134 -2.477 -5.121
H5 -3.901 4.199 -2.049
H6 -1.826 -1.838 0.985
C4 -2.756 -1.988 1.533
H7 3.180 -6.411 2.395
H8 -2.556 5.850 0.129
O5 -0.337 7.120 -1.218
C5 3.367 -6.540 1.326
H9 1.406 -2.835 -0.723
C6 -1.091 -1.653 -4.697
H10 -1.128 5.632 5.406
H11 0.260 1.489 2.427
O6 1.831 -0.285 4.900
H12 0.880 -1.372 2.677
H13 1.810 0.417 -5.080
H14 0.330 1.708 4.255
H15 0.346 6.532 5.151
H16 -0.910 0.659 3.502
C7 -1.613 1.791 -0.763
C8 0.964 -2.035 -1.309
H17 2.069 -2.060 -5.471
O7 2.422 -4.039 0.813
H18 -0.319 -4.001 0.232
O8 -2.040 2.951 4.709
C9 1.966 3.023 -0.801
O9 -5.263 0.872 -3.444
H19 2.101 -1.703 1.434
O10 0.141 -1.462 -5.138
C10 2.738 -0.972 4.498
H20 -3.711 -0.516 -1.641
H21 6.096 0.031 -2.025
C11 1.878 -1.122 2.321
H22 1.505 2.773 -1.752
H23 3.162 -2.195 -0.894
H24 -2.019 1.233 -5.821
C12 -3.154 -1.414 -1.895
H25 -2.435 1.359 -1.339
H26 2.991 3.379 -0.925
H27 4.812 -1.621 -0.772
H28 -2.790 0.076 2.033
H29 1.525 3.860 1.112
H30 -1.516 4.575 0.913
H31 -6.486 -0.589 -4.454
H32 -3.373 -1.735 -2.908
H33 -3.928 -0.840 2.990
O11 -2.367 2.626 2.240
C13 -0.271 1.530 3.370
H34 1.202 -2.844 -4.096
C14 -1.364 0.718 -5.120
H35 -0.639 -5.568 -0.473
O12 -0.616 4.139 3.021
C15 3.839 -0.885 6.556
S1 -0.451 5.726 -0.929
S2 -1.522 2.852 3.372
H36 -1.289 1.349 -4.238
C16 1.826 1.339 -4.492
H37 2.948 -1.249 7.073
H38 0.263 -2.479 -2.022
C17 -0.271 -4.968 4.989
C18 1.083 3.853 0.112
O13 -3.854 -1.865 0.583
H39 0.976 -5.177 0.217
O14 0.085 0.322 -2.273
H40 0.455 -4.157 4.946
O15 4.937 1.506 -2.985
C19 -1.562 5.566 0.470
O16 3.119 0.379 -2.296
H41 -2.458 3.928 -3.007
C20 0.257 4.657 4.031
H42 1.153 1.254 -3.640
O17 4.439 -3.563 -0.040
H43 0.112 -5.724 5.674
H44 0.658 3.938 4.742
O18 -0.482 -5.594 1.592
H45 -1.213 -4.605 5.406
H46 2.377 -6.640 0.882
S3 -3.754 -2.734 -0.758
O19 0.334 -1.059 -0.504
O20 -2.734 -3.730 -0.564
H47 3.907 0.194 6.687
C21 -2.931 -0.874 2.551
H48 1.829 -0.056 2.093
O21 4.130 -5.532 0.693
C22 -5.146 2.186 -3.511
O22 -0.807 0.744 -0.242
C23 5.718 1.044 -1.886
H49 -6.790 -0.239 -2.811
C24 -0.105 -5.065 0.325
H50 2.173 2.117 -0.219
O23 3.132 1.724 -4.104
H51 -2.081 -1.313 -1.761
O24 -0.513 -5.582 3.740
H52 -2.220 -0.987 3.369
O25 -0.791 4.756 -1.959
H53 5.118 1.110 -0.980
C25 -3.545 3.843 -3.015
H54 -2.807 -2.973 1.992
C26 3.547 -4.349 0.525
O26 2.879 -1.445 3.275
H55 -1.069 6.485 4.024
O27 -5.097 -3.066 -1.126
H56 -1.275 6.232 1.282
H57 1.743 -1.555 -1.908
H58 3.939 -7.460 1.250
H59 0.786 -3.322 -5.717
O28 0.913 5.228 -0.227
C27 -6.500 0.241 -3.748
C28 -0.384 5.904 4.642
H60 0.129 3.342 0.255
H61 -7.262 0.956 -4.047
H62 6.568 1.720 -1.865
C29 4.057 -2.222 -0.277
O29 -1.867 -0.587 -4.848
H63 -1.038 2.457 -1.405
C30 -0.081 0.058 -1.109
H64 -2.053 2.427 -0.002
H65 3.819 -1.702 0.653
O30 0.086 -3.688 2.651
H66 1.142 5.080 3.544



Molecular formula: C30H67N9O8PS
Method: DFT, wB97M-V/def2-TZVPD

Results
**LUMO**: 1.5 eV
**HOMO**: -3.37 eV
**HOMO-LUMO gap**: 4.817 eV
**Net charge**: -1

Atoms and positions in Å:
C1 -6.315 9.246 5.213
H1 -5.439 7.255 -2.121
H2 5.872 6.493 2.320
H3 -1.535 4.002 -1.476
H4 4.978 -1.283 1.621
H5 3.078 -9.212 0.047
H6 6.796 3.951 -0.695
N1 -6.951 6.326 -1.073
H7 -7.334 9.638 5.147
H8 -6.415 6.092 4.618
O1 -6.673 -1.467 -0.478
H9 -2.730 3.596 1.010
O2 0.145 -7.707 -1.817
H10 -4.646 2.237 -1.815
C2 -6.983 -0.237 0.187
H11 6.426 3.144 0.844
C3 0.234 -3.163 -2.392
H12 -1.973 2.206 -1.774
C4 4.512 -0.267 1.833
C5 6.724 -9.736 -0.356
H13 4.625 -2.432 -0.557
O3 6.050 -8.897 0.209
H14 1.221 -9.279 -1.123
H15 -4.663 9.069 3.249
C6 5.789 -11.573 0.918
H16 -4.516 2.004 1.137
H17 5.483 4.770 2.572
H18 -5.609 10.042 4.973
H19 -6.900 7.088 0.860
N2 3.290 0.414 -0.506
H20 5.216 0.345 2.503
H21 -1.851 -4.104 -4.573
H22 1.190 0.124 -0.718
H23 7.442 -9.465 -1.147
H24 -7.616 6.832 3.542
C7 1.090 -8.188 -1.216
C8 1.498 1.752 0.750
H25 -8.483 5.309 -0.063
H26 6.890 -12.737 -1.336
H27 -8.391 5.023 -1.822
H28 1.346 1.651 1.887
C9 -5.262 8.145 3.281
C10 7.829 5.959 0.533
P1 -0.121 2.446 -0.056
O4 5.265 1.402 0.214
H29 2.330 2.518 0.607
C11 1.940 0.335 0.127
H30 5.874 -12.656 1.006
H31 8.174 5.646 -0.466
N3 -7.541 -0.623 1.429
O5 -5.874 5.430 -2.885
O6 8.324 6.912 1.111
C12 -7.034 6.977 4.455
C13 -6.039 6.331 -2.085
C14 2.027 -6.031 -0.647
H32 4.763 -11.306 0.653
H33 -4.540 0.450 -1.440
H34 -7.190 4.286 -0.742
H35 -0.922 -5.171 -3.492
C15 -4.848 1.457 -0.992
H36 4.485 -0.474 -2.108
H37 1.863 -0.526 0.875
O7 -5.096 7.248 2.480
H38 -0.719 1.136 0.153
N4 -7.590 -1.978 1.599
H39 0.482 3.780 -0.233
C16 -0.847 -4.377 -4.237
C17 7.527 -12.014 -0.820
C18 3.170 -8.126 0.094
H40 2.877 -5.603 -0.116
H41 7.070 5.417 3.070
H42 2.043 -5.705 -1.690
N5 -6.176 8.135 4.294
H43 -0.520 -1.185 -4.079
H44 -3.169 0.916 0.465
H45 3.482 -0.346 2.302
C19 -3.852 1.806 0.217
H46 -0.618 2.932 1.227
O8 0.783 -2.215 -1.866
H47 1.096 -5.690 -0.187
H48 0.448 2.072 -1.351
C20 6.275 5.477 2.322
C21 -1.743 2.986 -0.974
C22 6.289 4.057 0.265
C23 -7.038 -2.509 0.395
C24 4.372 0.542 0.469
H49 -6.125 8.893 6.230
C25 3.532 -0.658 -1.507
H50 0.040 -4.097 -1.840
H51 3.161 -7.811 1.141
H52 2.759 -2.386 -0.170
H53 -6.385 8.235 -0.398
H54 1.059 -1.815 -4.590
H55 6.036 -11.106 1.874
H56 -8.110 7.831 -0.225
C26 -7.809 5.170 -0.909
H57 -6.881 -3.598 0.143
H58 5.224 4.223 0.092
H59 3.378 -2.850 -1.822
H60 -0.262 -4.738 -5.087
H61 -3.724 3.906 -0.500
H62 2.666 -0.612 -2.257
C27 3.570 -2.150 -0.925
N6 6.691 -11.074 -0.102
H63 -0.405 -2.224 -5.525
N7 6.826 5.179 1.016
C28 -0.009 -2.041 -4.526
N8 -0.200 -3.205 -3.683
N9 2.075 -7.479 -0.602
H64 -7.707 7.115 5.301
H65 4.112 -7.827 -0.368
C29 -7.091 7.439 -0.156
S1 -6.654 1.442 -0.502
H66 8.151 -11.501 -1.553
H67 8.170 -12.536 -0.107
C30 -3.002 3.152 -0.003



Molecular formula: C30H68BiClGeN5OPS6Sb
Method: DFT, wB97M-V/def2-TZVPD

Results
**LUMO (alpha / beta)**: -3.8 / -4.8 eV
**HOMO (alpha / beta)**: -9.55 / -9.21 eV
**HOMO-LUMO gap (alpha / beta)**: 5.742 / 4.442 eV
**Net charge**: +1

Atoms and positions in Å:
H1 0.353 -5.096 -3.426
H2 -3.603 -2.708 -1.932
H3 -4.449 4.015 0.670
S1 -4.404 1.209 3.801
H4 3.227 -2.368 -0.032
H5 1.959 3.247 1.719
C1 4.225 -2.392 0.403
H6 2.202 -0.628 5.783
N1 -0.281 -3.550 3.039
H7 -1.524 -4.717 -5.849
H8 -4.409 2.181 -0.925
C2 -3.899 -2.728 -5.262
H9 3.028 2.189 0.810
H10 -1.775 0.928 -4.899
H11 -0.890 -3.097 -6.233
H12 4.847 0.992 0.279
H13 3.135 -3.543 3.562
H14 4.932 -2.663 -0.380
C3 -0.692 4.459 -2.912
H15 4.252 -3.171 1.163
C4 4.050 2.235 3.322
C5 -2.060 -0.027 -5.355
N2 -3.365 -2.355 -3.968
H16 -2.413 1.145 -2.738
P1 -1.712 -2.216 -3.745
N3 -1.772 -2.302 4.285
C6 -3.745 0.487 2.342
H17 4.584 -0.043 5.600
H18 4.810 2.123 2.550
H19 -4.468 -3.853 -2.967
H20 0.569 1.459 -1.703
C7 -4.172 -2.806 -2.854
H21 -1.012 4.617 -5.048
S2 -4.321 -0.673 -0.110
H22 1.153 3.384 -3.063
H23 3.917 3.303 3.499
H24 4.418 1.794 4.247
H25 5.683 -0.948 4.547
S3 -2.575 -3.016 1.896
H26 -2.162 4.098 2.857
H27 -1.124 -2.228 5.053
C8 -0.595 5.208 -4.235
H28 5.068 -0.247 -0.950
C9 2.252 2.208 1.571
H29 -3.203 -2.442 -6.046
H30 1.946 1.380 4.896
C10 -0.762 -3.971 -5.600
C11 3.647 -1.695 4.569
C12 2.729 1.632 2.888
H31 0.303 -3.703 3.845
H32 -2.457 5.288 0.053
C13 -0.639 -4.659 -3.280
H33 -1.977 0.073 -6.441
H34 1.433 2.850 4.079
H35 -5.073 -2.196 -2.773
C14 4.471 0.037 -0.083
H36 4.869 -3.194 3.587
Ge1 -1.962 1.586 -1.348
H37 5.153 -1.634 6.075
H38 -0.313 5.090 -2.107
S4 -2.012 0.531 2.166
C15 3.947 -3.124 4.159
Cl1 0.744 -1.108 1.069
H39 -3.457 2.715 1.314
H40 0.718 1.315 3.616
H41 2.558 -2.260 6.335
C16 4.588 -1.037 0.978
H42 0.310 0.091 -4.047
S5 -7.320 1.450 4.362
N4 -1.211 -1.107 -4.898
C17 1.645 1.792 3.935
H43 6.094 -1.841 2.317
H44 6.708 -1.170 0.816
C18 2.412 -1.641 5.449
C19 0.183 -0.744 -4.748
C20 4.837 -1.031 5.223
H45 0.444 5.426 -4.469
S6 -6.326 0.051 1.931
Bi1 -1.775 -0.718 -0.044
H46 6.180 -0.086 2.098
H47 3.440 0.153 -0.416
H48 -1.484 5.637 2.324
C21 -2.300 4.934 2.174
H49 -3.094 -0.232 -5.089
O1 -1.393 -1.860 -2.337
C22 0.091 3.152 -2.940
C23 -1.481 -2.954 3.153
H50 -0.716 -4.276 -2.264
H51 -4.848 -2.210 -5.425
Sb1 2.993 -0.628 2.574
H52 -1.142 6.146 -4.184
H53 -2.647 -1.807 4.352
H54 0.218 -4.410 -5.802
H55 1.540 -2.013 4.910
N5 -0.820 -3.566 -4.211
H56 -1.382 -5.453 -3.421
C24 -3.520 2.809 -0.832
H57 4.063 -3.748 5.047
H58 1.381 1.663 1.210
C25 -0.091 2.331 -1.669
H59 0.599 -0.459 -5.717
C26 -4.642 -0.025 1.466
H60 0.200 2.934 -0.811
C27 -6.095 0.937 3.424
H61 0.730 -1.603 -4.363
H62 -3.582 3.566 -1.614
C28 -2.351 4.442 0.734
H63 -3.232 5.432 2.430
H64 -1.417 3.928 0.491
H65 -0.221 2.567 -3.810
C29 -3.509 3.473 0.534
H66 -0.111 -4.106 2.218
C30 5.967 -1.032 1.603
H67 -4.088 -3.805 -5.327
H68 -1.736 4.228 -2.697



Molecular formula: C30H68BrN3O3Si
Method: DFT, wB97M-V/def2-TZVPD

Results
**LUMO**: 0.5 eV
**HOMO**: -8.19 eV
**HOMO-LUMO gap**: 8.717 eV
**Structure (SMILES)**: CC(=O)OCCCCCCCC[SiH2]CC(=O)Br.CCN(CC)CC.CCN(CC)CC.CCN(CC)CC
**Net charge**: 0

Atoms and positions in Å:
C1 6.626 -0.175 -3.887
C2 1.315 3.208 0.607
C3 -5.400 -0.127 4.404
H1 -2.270 -2.634 -2.616
C4 -6.563 -0.227 3.409
C5 5.956 2.915 -3.537
C6 -2.665 -2.859 -1.623
H2 7.160 -0.983 -4.397
C7 7.187 2.300 -4.209
H3 2.870 -2.732 -1.030
H4 0.200 -5.025 0.629
C8 5.240 -2.088 -2.870
H5 -7.046 -0.439 8.276
H6 5.341 -2.728 -1.984
H7 1.377 -3.084 -1.917
C9 -2.694 -2.512 1.627
C10 -6.568 0.586 6.412
C11 -1.915 -4.660 0.764
C12 1.980 0.870 0.621
C13 -7.303 -2.358 5.875
H8 2.596 2.047 -3.782
C14 -5.913 -1.775 6.162
H9 6.970 2.125 -5.271
H10 5.384 2.118 -3.041
H11 -0.796 -6.429 0.207
H12 -7.451 -2.583 4.820
H13 5.114 -0.044 -2.355
Si1 2.325 3.496 -3.641
H14 -7.599 0.526 6.028
H15 -0.629 -2.993 -0.961
H16 2.065 -0.258 -1.221
C15 3.931 4.448 -3.752
H17 -5.703 -1.890 7.227
O1 1.017 2.393 -6.830
C16 1.444 3.366 -6.337
H18 -5.154 -2.370 5.646
H19 4.273 4.706 -2.743
H20 -0.138 4.330 1.784
H21 -3.539 -2.228 -1.467
C17 -6.606 0.496 7.930
H22 -6.857 -1.260 3.221
C18 1.103 3.969 -5.020
C19 0.071 1.600 1.999
H23 -4.465 -1.974 0.453
H24 0.238 0.647 2.507
H25 -1.283 2.348 0.454
O2 3.844 -1.865 -3.142
H26 -1.237 0.589 0.554
H27 -7.436 -3.286 6.433
C20 5.907 -0.737 -2.658
C21 -1.199 1.506 1.142
H28 1.591 3.742 -2.379
H29 4.602 2.943 -5.189
H30 -2.531 -2.902 2.637
H31 -0.103 2.331 2.791
H32 8.019 3.011 -4.177
C22 -1.578 -2.625 -0.567
Br1 2.686 4.505 -7.367
H33 0.451 -0.185 -0.528
H34 -2.387 -1.462 1.654
O3 2.938 -3.648 -4.156
H35 -4.977 0.881 4.340
H36 -2.999 -3.898 -1.632
H37 8.613 0.715 -3.869
H38 -0.629 -5.102 -0.931
H39 -7.442 0.320 3.753
H40 6.604 -0.799 -1.816
N1 1.316 1.949 1.332
H41 -4.603 -0.810 4.095
H42 6.267 3.603 -2.741
H43 0.120 3.578 -4.733
N2 -5.674 -0.385 5.806
H44 2.525 -4.391 -1.625
H45 -7.211 1.310 8.332
H46 3.722 5.394 -4.264
H47 1.058 5.056 -5.105
H48 2.338 3.365 0.254
H49 -2.838 -5.010 0.274
H50 7.631 1.121 -2.475
H51 -1.990 -4.967 1.811
C23 3.081 -3.009 -3.166
C24 1.360 0.392 -0.697
H52 -6.196 1.574 6.125
H53 2.053 0.023 1.308
H54 -4.519 -3.609 1.121
H55 -2.080 1.520 1.787
C25 7.597 0.978 -3.563
H56 -8.095 -1.674 6.185
C26 -0.716 -5.344 0.129
C27 0.905 4.392 1.470
N3 -1.773 -3.212 0.751
H57 1.019 5.317 0.903
H58 1.123 1.221 -1.364
H59 5.867 0.181 -4.594
H60 0.681 3.190 -0.294
C28 -4.192 -2.586 1.313
H61 -5.600 0.575 8.345
H62 -4.758 -2.214 2.169
H63 -1.438 -1.550 -0.425
C29 2.441 -3.324 -1.837
H64 5.633 4.352 -5.112
H65 -6.263 0.205 2.452
H66 3.007 1.196 0.425
C30 5.039 3.671 -4.493
H67 5.670 -2.618 -3.727
H68 1.529 4.452 2.362



The lowest net charge belongs to which entry?
C30H67N9O8PS



The lowest net charge belongs to which entry?
C30H67N9O8PS